{
  "formula": "C4H34O14",
  "method": "the ωB97M-V functional and the def2-TZVPD basis",
  "gap_ev": 9.55,
  "lumo_energy_ha": 0.0008,
  "total_energy_ha": -1226.1188,
  "species": ["O", "O", "O", "O", "O", "O", "O", "O", "O", "O", "O", "O", "O", "O", "C", "C", "C", "C", "H", "H", "H", "H", "H", "H", "H", "H", "H", "H", "H", "H", "H", "H", "H", "H", "H", "H", "H", "H", "H", "H", "H", "H", "H", "H", "H", "H", "H", "H", "H", "H", "H", "H"],
  "coordinates": [[-1.1493, -0.7216, 3.1885], [0.2177, 0.0918, -3.9022], [-3.5519, 3.5384, -2.2967], [0.6769, -3.7711, 2.4167], [-2.2794, 4.2744, 0.2224], [-1.5399, -3.0497, 1.0815], [1.3447, -0.2039, 4.4620], [0.8972, 2.3210, -2.5317], [-0.8541, -1.9356, -1.8317], [3.2097, -2.1426, 3.1158], [-2.8939, 0.0904, -3.7374], [-1.7794, 0.6908, -1.2353], [0.9940, 1.2549, 2.3027], [-0.3806, 2.4596, 0.2501], [0.4340, -2.2852, -1.2772], [1.0609, -1.1162, -0.5858], [2.1281, -0.4187, -1.0114], [2.9809, 0.2243, 0.0101], [-2.4267, -3.1333, 1.4263], [0.1894, 2.8089, -0.4483], [0.7223, -1.0008, 0.4401], [2.4463, -1.7938, 2.6392], [3.9959, -0.1782, 0.1092], [-0.9446, -3.5778, 1.6533], [-3.1589, 0.9800, -3.9679], [0.8591, 2.1981, 2.1715], [-0.3545, -0.9306, 3.6884], [2.6934, 0.0990, 1.0529], [-1.4905, -2.3253, -1.2269], [-0.8155, 1.7630, -0.2431], [0.0438, -0.1365, -4.8199], [-1.1555, 0.0632, -1.6145], [-3.1733, 2.6967, -2.0541], [0.3239, -3.0652, -0.5241], [-1.9908, 5.1566, 0.4413], [3.1020, -1.5787, 3.8971], [-3.1864, 4.1015, -1.5960], [0.5796, 0.8800, 1.5271], [0.8624, 0.4591, 3.9309], [-1.2284, -1.2443, 2.3871], [0.6626, 1.5048, -3.0033], [1.1749, -4.5993, 2.3855], [1.2492, 3.0435, -3.0430], [1.1562, -0.1811, 5.4012], [1.2574, -3.2423, 1.8622], [1.0577, -2.6736, -2.0831], [-0.4963, -0.3495, -3.4439], [-1.6272, 3.5352, 0.2851], [2.9966, 1.2873, -0.2630], [-2.4451, 0.2361, -0.7428], [2.2399, -0.1855, -2.0647], [-2.6348, 0.0816, -2.8003]],
  "forces_ev_per_a": [[-0.8, 0.5, 0.1], [0.3, -0.2, -0.1], [0.0, 0.3, -0.1], [0.4, -0.5, -0.4], [-1.3, -0.4, -0.5], [0.2, 0.2, -0.3], [0.3, -0.7, -0.1], [-0.1, 0.1, 1.7], [0.0, -0.3, 0.1], [-0.4, 0.5, 0.1], [0.2, -0.9, 0.0], [0.3, 1.2, -0.5], [0.4, 0.2, 0.5], [0.7, 0.5, 0.1], [-0.2, 0.9, -0.5], [0.7, -0.7, -0.2], [-1.2, -0.5, 1.1], [0.6, 1.2, 0.1], [-0.3, -0.2, 0.2], [0.3, 0.1, -0.1], [0.4, -0.2, 0.3], [0.1, -0.1, -0.2], [0.1, 0.1, -1.0], [-0.1, 0.2, -0.1], [0.0, 0.4, 0.2], [-0.1, 0.0, 0.0], [0.2, -0.5, -0.3], [-0.8, 0.1, -0.2], [-0.4, -0.1, 0.1], [-0.6, -0.8, -0.3], [0.1, 0.2, -0.1], [0.1, -0.7, 0.5], [0.2, -0.5, 0.0], [-0.2, -0.1, -0.2], [0.7, -0.2, 0.2], [0.3, -0.2, 0.2], [-0.1, 0.1, 0.1], [-0.3, 0.0, -0.2], [0.3, 0.3, 0.3], [0.4, -0.4, 0.1], [0.3, 0.6, -0.9], [-0.3, -0.2, 0.4], [0.0, -0.3, -0.7], [-0.3, 0.4, -0.1], [0.0, 0.5, 0.0], [0.0, 0.2, -0.1], [-0.4, -0.4, 0.1], [0.3, 1.1, 0.3], [0.6, 0.0, 0.5], [-0.4, -0.8, 0.6], [0.7, -0.7, -0.1], [-0.4, 0.6, -0.6]],
  "mulliken_charge": [-0.658, -0.632, -0.665, -0.598, -0.696, -0.565, -0.613, -0.514, -0.433, -0.623, -0.651, -0.741, -0.589, -0.730, -1.083, 0.994, -0.044, -1.122, 0.259, 0.367, -0.227, 0.283, 0.320, 0.352, 0.316, 0.252, 0.393, 0.183, 0.266, 0.347, 0.244, 0.116, 0.263, 0.317, 0.254, 0.343, 0.383, 0.344, 0.361, 0.302, 0.361, 0.296, 0.236, 0.239, 0.225, 0.322, 0.326, 0.511, 0.257, 0.308, 0.429, 0.412]
}